Record 1
C26H34N3OPW | ωB97M-V with the def2-TZVPD basis set

Positions of all 66 atoms, in Å:
W: 0.05 -0.17 -0.23
N: -3.11 -0.18 0.12
P: -2.01 -1.46 -0.07
C: -2.52 -2.44 -1.48
C: -1.73 -2.46 -2.63
C: -2.14 -3.16 -3.75
C: -3.35 -3.84 -3.73
C: -4.15 -3.83 -2.59
C: -3.74 -3.13 -1.47
C: -2.26 -2.49 1.39
C: -2.02 -3.86 1.31
C: -2.14 -4.64 2.45
C: -2.50 -4.06 3.66
C: -2.74 -2.70 3.74
C: -2.61 -1.90 2.61
C: -2.79 1.08 -0.33
C: -3.78 2.05 -0.52
C: -3.41 3.29 -0.99
C: -2.07 3.55 -1.28
C: -1.16 2.56 -1.05
N: -1.49 1.34 -0.56
H: -4.10 -0.37 0.26
H: -0.78 -1.93 -2.65
H: -1.52 -3.18 -4.64
H: -3.68 -4.39 -4.60
H: -5.09 -4.36 -2.58
H: -4.35 -3.14 -0.57
H: -1.77 -4.32 0.36
H: -1.97 -5.71 2.39
H: -2.61 -4.68 4.54
H: -3.02 -2.25 4.68
H: -2.79 -0.84 2.67
H: -4.81 1.82 -0.31
H: -4.16 4.05 -1.15
H: -1.75 4.51 -1.67
H: -0.11 2.71 -1.25
C: 0.81 1.66 3.24
C: 1.35 0.80 2.09
C: 1.71 1.71 0.90
C: 2.60 0.03 2.54
C: 0.30 -0.19 1.64
H: 1.56 2.40 3.55
H: 0.57 1.05 4.10
H: -0.09 2.20 2.94
H: 2.64 2.26 1.08
H: 0.93 2.45 0.71
H: 1.94 1.15 -0.04
H: 3.36 0.72 2.92
H: 3.04 -0.53 1.71
H: 2.35 -0.67 3.34
H: -0.09 -0.87 2.40
C: 4.12 -3.61 -0.21
N: 2.85 -2.88 -0.24
C: 1.84 -3.34 0.71
C: 2.63 -1.91 -1.11
C: 3.66 -1.57 -2.14
O: 1.54 -1.24 -1.11
H: 4.25 -4.02 0.78
H: 4.95 -2.95 -0.43
H: 4.10 -4.43 -0.93
H: 2.09 -2.99 1.71
H: 1.83 -4.42 0.69
H: 0.85 -2.96 0.44
H: 4.07 -2.46 -2.61
H: 4.48 -1.02 -1.67
H: 3.21 -0.93 -2.89

Calculated values
Net charge: +2
E_LUMO (spin up / spin down) in eV: -5.73 / -6.33
Total energy in eV: -45132.303
HOMO-LUMO gap (spin up / spin down) in eV: 8.3 / 7.8
Spin multiplicity: 3
ΔE to the lowest compared entry with this formula, charge and spin in kcal/mol: 0.0
HOMO energy (spin up / spin down) in eV: -13.988 / -14.100

Atomic partial charges in e from the Mulliken method, atoms 1 to 4: 0.9520 0.3396 0.3782 0.6226



Record 2
C4H3O2S | ωB97M-V with the def2-TZVPD basis set

Positions of all 10 atoms, in Å:
C: -0.18 -0.12 1.37
C: 1.09 -0.22 0.69
C: -1.64 1.11 -2.08
C: 1.92 -1.17 0.49
O: -1.13 2.07 -1.67
O: 2.61 -2.12 0.18
S: -2.65 -0.12 -2.17
H: -0.92 0.49 0.85
H: -0.29 -0.58 2.34
H: 1.20 0.66 0.01

Calculated values
Net charge: -1
E_LUMO (spin up / spin down) in eV: 2.84 / 2.84
Total energy in eV: -19124.062
HOMO-LUMO gap (spin up / spin down) in eV: 3.3 / 3.3
Spin multiplicity: 1
ΔE to the lowest compared entry with this formula, charge and spin in kcal/mol: 71.7
HOMO energy (spin up / spin down) in eV: -0.491 / -0.494

Atomic partial charges in e from the Mulliken method, atoms 1 to 4: -0.6243 -0.2132 0.3941 -0.0614



Record 3
C4H16NO2S | ωB97M-V with the def2-TZVPD basis set

Positions of all 24 atoms, in Å:
C: 0.92 1.52 -2.10
C: 0.03 0.84 -1.03
C: -0.95 -0.09 -1.76
C: -2.22 -0.31 -0.92
S: -2.35 -1.45 0.48
N: 0.99 -0.01 0.02
H: 1.40 0.84 -2.79
H: 1.64 2.06 -1.45
H: 0.45 2.12 -2.81
H: -0.43 1.53 -0.22
H: -1.50 0.29 -2.69
H: -0.54 -1.24 -1.91
H: -3.11 -0.78 -1.41
H: -2.60 0.55 -0.59
H: -1.50 -0.99 1.40
H: 0.79 0.28 0.97
H: 1.91 0.14 -0.25
H: 0.75 -0.95 0.02
H: 1.70 -1.85 2.52
H: 2.99 -1.25 2.28
O: 2.18 -1.50 1.77
H: 0.02 0.72 3.80
H: -0.45 -0.62 3.57
O: -0.11 0.15 3.12

Calculated values
Net charge: +1
E_LUMO in eV: -2.96
Total energy in eV: -20820.069
HOMO-LUMO gap in eV: 9.5
Spin multiplicity: 1
ΔE to the lowest compared entry with this formula, charge and spin in kcal/mol: 50.1
HOMO energy in eV: -12.472

Atomic partial charges in e from the Mulliken method, atoms 1 to 4: -1.5220 0.3489 -0.3297 -1.1345



Record 4
C18H19N3O3S4SiV | ωB97M-V with the def2-TZVPD basis set

Positions of all 49 atoms, in Å:
V: 0.17 0.25 -0.33
O: -1.93 0.31 3.25
C: -1.59 0.22 2.08
N: -0.48 0.73 1.50
C: 0.65 0.87 2.41
C: 1.55 -0.33 2.20
C: 2.51 -0.72 3.12
C: 3.27 -1.84 2.86
C: 3.06 -2.54 1.67
C: 2.11 -2.07 0.79
N: 1.37 -0.98 1.04
C: -2.37 -0.63 1.12
C: -3.64 -1.12 1.40
C: -4.22 -1.97 0.49
C: -3.53 -2.31 -0.67
C: -2.27 -1.77 -0.87
N: -1.70 -0.95 0.01
H: 1.22 1.78 2.21
H: 0.31 0.91 3.45
H: 2.63 -0.16 4.04
H: 4.01 -2.18 3.57
H: 3.62 -3.43 1.43
H: 1.93 -2.57 -0.16
H: -4.11 -0.82 2.32
H: -5.21 -2.37 0.66
H: -3.95 -2.98 -1.40
H: -1.70 -1.98 -1.76
O: 0.20 0.86 -7.05
C: 0.08 0.66 -5.87
S: -0.97 1.62 -4.81
C: -0.59 0.77 -3.32
C: 0.26 -0.27 -3.41
S: 0.79 -1.23 -2.05
S: 0.88 -0.67 -5.00
S: -1.35 1.30 -1.84
C: 3.37 3.29 0.31
Si: 1.79 3.12 -0.68
C: 2.09 3.38 -2.49
C: 0.44 4.20 0.00
O: 1.31 1.50 -0.52
H: 3.88 4.22 0.06
H: 4.04 2.46 0.08
H: 3.17 3.29 1.38
H: 2.43 4.40 -2.70
H: 1.18 3.21 -3.06
H: 2.85 2.69 -2.86
H: 0.73 5.25 -0.01
H: 0.22 3.92 1.04
H: -0.47 4.07 -0.59

Calculated values
E_LUMO (spin up / spin down) in eV: -0.97 / -0.62
Total energy in eV: -106499.141
HOMO-LUMO gap (spin up / spin down) in eV: 6.2 / 6.6
Spin multiplicity: 2
ΔE to the lowest compared entry with this formula, charge and spin in kcal/mol: 7.6
HOMO energy (spin up / spin down) in eV: -7.139 / -7.225

Atomic partial charges in e from the Mulliken method, atoms 1 to 4: -0.0152 -0.7342 0.0852 0.1962



Look up the ΔE to the lowest compared entry with this formula, charge and spin of the second one.
71.7 kcal/mol



What did the second record say?
C4H3O2S | ωB97M-V with the def2-TZVPD basis set

Positions of all 10 atoms, in Å:
C: -0.18 -0.12 1.37
C: 1.09 -0.22 0.69
C: -1.64 1.11 -2.08
C: 1.92 -1.17 0.49
O: -1.13 2.07 -1.67
O: 2.61 -2.12 0.18
S: -2.65 -0.12 -2.17
H: -0.92 0.49 0.85
H: -0.29 -0.58 2.34
H: 1.20 0.66 0.01

Calculated values
Net charge: -1
E_LUMO (spin up / spin down) in eV: 2.84 / 2.84
Total energy in eV: -19124.062
HOMO-LUMO gap (spin up / spin down) in eV: 3.3 / 3.3
Spin multiplicity: 1
ΔE to the lowest compared entry with this formula, charge and spin in kcal/mol: 71.7
HOMO energy (spin up / spin down) in eV: -0.491 / -0.494

Atomic partial charges in e from the Mulliken method, atoms 1 to 4: -0.6243 -0.2132 0.3941 -0.0614



Which of these has the highest ΔE to the lowest compared entry with this formula, charge and spin?
C4H3O2S



Look up the total energy of the second one.
-19124.062 eV